1.
C8H18O2 | ωB97M-V with the def2-TZVPD basis set

The total energy comes out at -465.99430 hartree. Its highest occupied orbital energy is -7.60 eV. The calculation puts the energy above the lowest of the compared OMol25 structures with the same formula, charge and spin at 322.76 kJ/mol. The value obtained for the max |F| is 5.93 eV/A.

The geometry in ORCA input format:
```
! RIJCOSX wB97M-V def2-TZVPD def2/J DEFGRID3
* xyz 0 1
C 1.146 0.460 -0.058
C -1.364 -0.574 0.280
C 0.003 0.226 -0.889
C 2.043 1.550 -1.472
C 2.073 -0.679 0.276
C -2.230 -1.310 -0.734
C -0.857 -1.534 1.339
C -2.136 0.572 0.912
O 1.028 1.319 1.021
O 3.257 1.918 -0.849
H 0.364 1.996 0.818
H 3.040 2.236 0.042
H -0.546 1.105 -1.220
H 0.152 -0.529 -1.655
H 2.267 0.975 -2.369
H 1.441 2.437 -1.689
H 1.976 -1.497 -0.439
H 3.107 -0.319 0.254
H 1.908 -1.049 1.289
H -3.125 -1.749 -0.266
H -2.579 -0.641 -1.528
H -1.683 -2.135 -1.204
H -0.258 -1.026 2.101
H -1.689 -2.018 1.877
H -0.268 -2.348 0.905
H -2.469 1.300 0.162
H -3.048 0.220 1.421
H -1.552 1.094 1.676
*
```

The net atomic charges from Mulliken, expressed in e, are: atom 1 (C): 1.399, atom 2 (C): 2.058, atom 3 (C): -1.530, atom 4 (C): -0.500, atom 5 (C): -1.706, atom 6 (C): -1.790, atom 7 (C): -1.779, atom 8 (C): -1.778, atom 9 (O): -0.619, atom 10 (O): -0.518, atom 11 (H): 0.383, atom 12 (H): 0.349, atom 13 (H): 0.434, atom 14 (H): 0.358, atom 15 (H): 0.351, atom 16 (H): 0.330, atom 17 (H): 0.304, atom 18 (H): 0.413, atom 19 (H): 0.366, atom 20 (H): 0.423, atom 21 (H): 0.368, atom 22 (H): 0.411, atom 23 (H): 0.315, atom 24 (H): 0.465, atom 25 (H): 0.318, atom 26 (H): 0.366, atom 27 (H): 0.448, atom 28 (H): 0.361



2.
C9H13N6O2PdS | ωB97M-V with the def2-TZVPD basis set

The total energy comes out at -1355.46851 hartree. Its highest occupied orbital energy (spin up / spin down) is -11.12 / -10.98 eV. The calculation puts the energy above the lowest of the compared OMol25 structures with the same formula, charge and spin at 415.12 kJ/mol. The value obtained for the max |F| is 2.77 eV/A.

The geometry in ORCA input format:
```
! RIJCOSX wB97M-V def2-TZVPD def2/J DEFGRID3
* xyz 1 1
Pd 1.881 -0.237 -0.696
N 5.069 0.214 2.219
C 3.943 -0.027 1.545
S 4.126 -0.281 -0.185
N 2.824 -0.111 2.214
N 1.746 -0.318 1.473
C 0.589 -0.590 1.942
C -0.491 -0.876 0.983
C -1.793 -0.690 1.384
C -2.974 -0.769 0.592
C -3.039 -0.654 -0.750
C -1.844 -0.359 -1.555
N 0.033 -1.358 -0.175
H 5.945 0.249 1.733
H 5.056 0.252 3.225
H 0.407 -0.623 3.011
H -1.932 -0.471 2.436
H -3.908 -0.895 1.128
H -3.969 -0.816 -1.276
H -2.070 -0.374 -2.621
C -1.268 3.164 -0.530
O -1.874 1.883 -0.798
C -1.094 0.949 -1.259
O 0.087 1.110 -1.526
N -0.766 -1.503 -1.341
N 0.094 -1.630 -2.476
H -2.089 3.836 -0.309
H -0.702 3.507 -1.393
H -0.603 3.083 0.328
H -1.321 -2.355 -1.268
H -0.002 -0.819 -3.069
H -0.060 -2.491 -2.983
*
```

The net atomic charges from Mulliken, expressed in e, are: atom 1 (Pd): 0.277, atom 2 (N): -0.360, atom 3 (C): 0.715, atom 4 (S): -0.284, atom 5 (N): -1.140, atom 6 (N): 0.977, atom 7 (C): -0.982, atom 8 (C): 1.187, atom 9 (C): -0.558, atom 10 (C): -0.163, atom 11 (C): -1.328, atom 12 (C): -0.279, atom 13 (N): -1.297, atom 14 (H): 0.192, atom 15 (H): 0.249, atom 16 (H): 0.445, atom 17 (H): 0.373, atom 18 (H): 0.448, atom 19 (H): 0.465, atom 20 (H): 0.592, atom 21 (C): -0.711, atom 22 (O): -0.261, atom 23 (C): 1.024, atom 24 (O): -0.676, atom 25 (N): 0.844, atom 26 (N): -0.678, atom 27 (H): 0.268, atom 28 (H): 0.320, atom 29 (H): 0.316, atom 30 (H): 0.483, atom 31 (H): 0.284, atom 32 (H): 0.257



3.
C4H10Cl3N2O6S2 | ωB97M-V with the def2-TZVPD basis set

The total energy comes out at -2896.19377 hartree. Its highest occupied orbital energy is -5.42 eV. The value obtained for the max |F| is 5.31 eV/A.

The geometry in ORCA input format:
```
! RIJCOSX wB97M-V def2-TZVPD def2/J DEFGRID3
* xyz -1 1
C -0.295 -1.841 -2.169
C 0.276 -2.071 -0.722
N 1.711 -1.723 -0.602
S 1.978 -0.119 -0.088
O 2.949 -0.205 1.062
O 2.656 0.627 -1.196
N 0.548 0.551 0.484
S 0.735 2.176 0.834
O 1.137 3.028 -0.330
O -0.608 2.657 1.295
C 1.877 2.475 2.237
O 1.287 2.155 3.503
O 0.799 3.343 4.084
H 0.416 -2.157 -2.953
H -0.706 -0.833 -2.306
H -1.158 -2.537 -2.244
H 0.213 -3.174 -0.572
H -0.367 -1.624 0.049
H 2.076 -1.740 -1.554
H 2.052 3.570 2.255
H 2.865 2.000 2.128
H 1.238 3.462 4.935
C -4.405 -1.518 -1.590
Cl -5.399 -2.790 -2.317
Cl -3.523 -2.143 -0.192
Cl -3.292 -0.840 -2.781
H -5.062 -0.727 -1.250
*
```

The net atomic charges from Mulliken, expressed in e, are: atom 1 (C): -0.802, atom 2 (C): -0.489, atom 3 (N): -0.429, atom 4 (S): 1.150, atom 5 (O): -0.749, atom 6 (O): -0.677, atom 7 (N): -0.398, atom 8 (S): 0.985, atom 9 (O): -0.671, atom 10 (O): -0.712, atom 11 (C): -0.491, atom 12 (O): -0.196, atom 13 (O): -0.361, atom 14 (H): 0.310, atom 15 (H): 0.161, atom 16 (H): 0.295, atom 17 (H): 0.347, atom 18 (H): 0.336, atom 19 (H): 0.340, atom 20 (H): 0.370, atom 21 (H): 0.395, atom 22 (H): 0.295, atom 23 (C): -0.003, atom 24 (Cl): -0.144, atom 25 (Cl): -0.104, atom 26 (Cl): -0.103, atom 27 (H): 0.346



4.
C40H55BCoF4N2O3SSe | ωB97M-V with the def2-TZVPD basis set

The total energy comes out at -6499.53057 hartree. Its highest occupied orbital energy (spin up / spin down) is -5.13 / -4.94 eV. The calculation puts the energy above the lowest of the compared OMol25 structures with the same formula, charge and spin at 48.24 kJ/mol. The value obtained for the max |F| is 2.33 eV/A. Its expectation value of S² is 6.016.

The geometry in ORCA input format:
```
! RIJCOSX wB97M-V def2-TZVPD def2/J DEFGRID3
* xyz -1 5
Co 1.125 -0.221 -1.515
C -0.417 3.906 4.527
C -0.381 2.407 4.844
C -1.795 2.005 5.291
C 0.628 2.170 5.976
C 0.012 1.563 3.641
C 0.382 2.111 2.426
C 0.613 1.295 1.339
Se 1.117 2.168 -0.325
C -0.701 2.430 -0.936
C -1.435 3.500 -0.481
C -2.748 3.659 -0.901
C -3.242 2.730 -1.814
C -2.532 1.644 -2.299
C -1.210 1.444 -1.817
O -0.474 0.427 -2.100
C -3.207 0.736 -3.319
C -2.343 -0.434 -3.782
C -4.500 0.170 -2.706
C -3.531 1.574 -4.565
C -3.640 4.787 -0.405
C -2.942 5.675 0.629
C -4.058 5.663 -1.594
C -4.876 4.177 0.270
C 0.471 -0.113 1.366
O 0.504 -0.817 0.285
C 0.275 -0.681 2.659
C 0.013 0.171 3.720
C 0.264 -2.182 2.939
C 1.228 -2.504 4.093
C 0.699 -3.048 1.758
C -1.168 -2.586 3.323
H -0.751 4.456 5.406
H -1.112 4.106 3.715
H 0.566 4.277 4.249
H -2.130 2.637 6.112
H -1.832 0.971 5.620
H -2.488 2.120 4.459
H 0.367 2.751 6.859
H 1.623 2.463 5.648
H 0.659 1.120 6.254
H 0.487 3.173 2.280
H -0.965 4.182 0.211
H -4.255 2.861 -2.169
H -2.071 -1.089 -2.959
H -1.428 -0.079 -4.247
H -2.894 -1.015 -4.521
H -4.266 -0.398 -1.808
H -4.992 -0.498 -3.412
H -5.201 0.958 -2.440
H -2.604 1.950 -4.991
H -4.173 2.421 -4.331
H -4.029 0.956 -5.311
H -2.069 6.166 0.205
H -2.638 5.088 1.491
H -3.634 6.445 0.968
H -3.177 6.084 -2.072
H -4.695 6.482 -1.262
H -4.603 5.087 -2.336
H -4.562 3.527 1.084
H -5.466 3.589 -0.427
H -5.510 4.963 0.678
H -0.203 -0.279 4.679
H 2.239 -2.202 3.830
H 1.234 -3.577 4.274
H 0.951 -2.005 5.018
H 1.723 -2.827 1.473
H 0.067 -2.886 0.892
H 0.644 -4.099 2.042
H -1.514 -2.045 4.201
H -1.215 -3.654 3.531
H -1.841 -2.364 2.497
C 1.275 -4.880 -4.973
C 2.354 -3.823 -4.761
N 2.944 -3.829 -3.442
C 4.004 -4.764 -3.135
C 3.500 -5.912 -2.255
C 2.514 -2.993 -2.470
S 0.875 -2.463 -2.550
N 3.309 -2.795 -1.445
C 3.294 -1.730 -0.643
O 2.858 -0.590 -1.024
C 3.927 -1.891 0.661
C 3.897 -0.865 1.612
C 4.527 -1.024 2.829
C 5.213 -2.195 3.120
C 5.245 -3.221 2.185
C 4.606 -3.077 0.973
H 0.885 -4.791 -5.985
H 0.467 -4.712 -4.266
H 1.662 -5.888 -4.836
H 1.911 -2.839 -4.927
H 3.162 -3.966 -5.487
H 4.806 -4.238 -2.605
H 4.400 -5.163 -4.072
H 3.069 -5.506 -1.344
H 4.323 -6.576 -1.999
H 2.735 -6.490 -2.767
H 3.362 0.049 1.395
H 4.484 -0.232 3.565
H 5.714 -2.312 4.072
H 5.769 -4.140 2.415
H 4.619 -3.869 0.241
F 2.684 1.061 -5.512
B 1.576 0.626 -4.837
F 1.948 0.427 -3.448
F 1.150 -0.587 -5.328
F 0.567 1.555 -4.876
*
```

Atomic partial charges in e from the Mulliken method, atoms 1 to 99: atom 1 (Co): 1.438, atom 2 (C): -2.021, atom 3 (C): 2.234, atom 4 (C): -1.661, atom 5 (C): -1.731, atom 6 (C): -0.371, atom 7 (C): -0.475, atom 8 (C): 0.092, atom 9 (Se): -0.016, atom 10 (C): 0.096, atom 11 (C): -0.666, atom 12 (C): -0.459, atom 13 (C): -0.663, atom 14 (C): 0.144, atom 15 (C): 0.537, atom 16 (O): -0.319, atom 17 (C): 2.552, atom 18 (C): -2.213, atom 19 (C): -1.811, atom 20 (C): -1.734, atom 21 (C): 2.294, atom 22 (C): -2.147, atom 23 (C): -1.746, atom 24 (C): -1.642, atom 25 (C): 0.903, atom 26 (O): -0.926, atom 27 (C): 0.276, atom 28 (C): -0.960, atom 29 (C): 2.470, atom 30 (C): -1.618, atom 31 (C): -2.090, atom 32 (C): -1.817, atom 33 (H): 0.485, atom 34 (H): 0.260, atom 35 (H): 0.362, atom 36 (H): 0.489, atom 37 (H): 0.303, atom 38 (H): 0.331, atom 39 (H): 0.468, atom 40 (H): 0.351, atom 41 (H): 0.300, atom 42 (H): 0.517, atom 43 (H): 0.413, atom 44 (H): 0.337, atom 45 (H): 0.227, atom 46 (H): 0.306, atom 47 (H): 0.565, atom 48 (H): 0.353, atom 49 (H): 0.490, atom 50 (H): 0.328, atom 51 (H): 0.336, atom 52 (H): 0.298, atom 53 (H): 0.472, atom 54 (H): 0.376, atom 55 (H): 0.312, atom 56 (H): 0.470, atom 57 (H): 0.369, atom 58 (H): 0.471, atom 59 (H): 0.310, atom 60 (H): 0.330, atom 61 (H): 0.319, atom 62 (H): 0.482, atom 63 (H): 0.273, atom 64 (H): 0.120, atom 65 (H): 0.509, atom 66 (H): 0.328, atom 67 (H): 0.259, atom 68 (H): 0.170, atom 69 (H): 0.539, atom 70 (H): 0.285, atom 71 (H): 0.467, atom 72 (H): 0.358, atom 73 (C): -1.070, atom 74 (C): -0.652, atom 75 (N): 0.280, atom 76 (C): -0.632, atom 77 (C): -1.057, atom 78 (C): 0.201, atom 79 (S): -0.281, atom 80 (N): -0.156, atom 81 (C): 0.044, atom 82 (O): -0.552, atom 83 (C): 0.343, atom 84 (C): 0.014, atom 85 (C): -0.956, atom 86 (C): -0.233, atom 87 (C): -0.729, atom 88 (C): -0.037, atom 89 (H): 0.444, atom 90 (H): 0.248, atom 91 (H): 0.313, atom 92 (H): 0.159, atom 93 (H): 0.456, atom 94 (H): 0.378, atom 95 (H): 0.418, atom 96 (H): 0.217, atom 97 (H): 0.359, atom 98 (H): 0.348, atom 99 (H): 0.371